Record 1
C2H3Yb | ωB97M-V with the def2-TZVPD basis set

Element x y z (Å)
C1 -0.9585 -0.6018 -0.0964
H1 -0.7849 -1.6597 0.0481
C2 -1.2251 0.5814 -0.1291
H2 -1.5448 1.6107 -0.0378
H3 2.9666 -0.5415 -0.1298
Yb1 1.5467 0.6109 0.3450

Calculated values
- Molar mass: 200.1 g mol⁻¹
- Net charge: +1
- LUMO energy: -4.958 eV

---

Record 2
C2H4 | ωB97M-V with the def2-TZVPD basis set

Element x y z (Å)
C1 0.6861 0.0129 -0.0611
C2 -0.6168 -0.0118 0.0149
H1 1.0975 0.8774 0.0950
H2 1.3040 -0.9357 0.1301
H3 -1.3305 -0.8588 -0.0756
H4 -1.1403 0.9159 -0.1033

Calculated values
- SMILES string: C=C
- Molar mass: 28.1 g mol⁻¹
- Net charge: 0
- LUMO energy: 1.432 eV

---

| no. | E (eV) |
| --- | --- |
| 1 | -33641.0401 |
| 2 | -2137.2976 |